(1)
19
Properties=species:S:1:pos:R:3:nbo_charge:R:1 method="wB97M-V/def2-TZVPD" e_homo_ha="-0.44383 / -0.43268" charge=+1 homo_lumo_gap_ev="7.732 / 6.636" fmax_ha_per_bohr=0.0558
C -1.43093 -1.02750 -0.85973 -0.442
C 2.70827 -0.97842 1.98248 -0.714
C 0.72671 -0.74621 0.18575 -0.152
N 0.08599 0.64453 -1.49408 -0.486
N -1.26427 1.98772 -0.51598 -0.300
N -2.45566 1.56495 -0.46917 -0.339
N -0.13593 -0.34663 -0.69515 -0.107
S 2.32976 -0.23248 0.35214 0.339
H -1.23878 -2.07051 -0.82197 0.228
H -1.93418 -0.73762 -1.75476 0.251
H -2.19034 -0.83716 -0.07613 0.253
H 3.71689 -0.86097 2.39490 0.274
H 2.62880 -2.03237 1.76667 0.243
H 1.96354 -0.43470 2.55631 0.240
H 0.25306 -1.57033 0.61560 0.225
H 0.93591 1.11396 -1.16403 0.324
H -0.69319 1.87347 0.34307 0.405
H -0.98908 2.70384 -1.14532 0.408
H -3.01659 1.98644 -1.20062 0.349

(2)
35
Properties=species:S:1:pos:R:3:nbo_charge:R:1 method="wB97M-V/def2-TZVPD" e_homo_ha=-0.47400 charge=+1 homo_lumo_gap_ev=10.014 fmax_ha_per_bohr=0.0797
C -1.56179 -0.20914 -0.02419 0.055
C -0.62553 -0.93859 1.01135 0.016
C -0.93529 -0.21243 -1.42699 0.052
C 0.67187 -0.11124 1.15275 0.162
C 1.32003 -0.43350 -0.76540 0.642
C 2.67569 0.17076 -1.09968 -0.715
C 0.00701 2.39847 1.09557 -0.614
C -1.70401 0.62553 -2.44288 -0.067
C 0.72689 1.19741 1.88050 -0.480
N 1.47323 -1.10860 2.02208 -0.732
O 0.38970 0.18494 -1.54394 -0.528
O -2.72597 -0.96586 -0.06793 -0.724
O -1.18764 -1.00805 2.26656 -0.759
O 1.25321 -1.79275 -0.69737 -0.766
O -2.86933 -0.03433 -2.70351 -0.731
H -1.85908 0.86090 0.07069 0.186
H -0.38046 -1.90329 0.63353 0.200
H -0.96073 -1.33994 -1.68336 0.170
H 3.02245 1.08964 -0.48740 0.254
H 2.56848 0.56313 -2.16149 0.266
H 3.56552 -0.56144 -1.00254 0.235
H 0.02043 2.27155 0.03556 0.219
H 0.34157 3.47442 1.40422 0.241
H -0.94969 2.46673 1.48488 0.224
H -1.17509 0.77952 -3.36166 0.191
H -1.83959 1.58963 -1.95062 0.186
H 0.39809 0.83785 2.83444 0.231
H 1.76035 1.54416 2.04625 0.221
H 0.82668 -1.67083 2.61795 0.454
H 2.29147 -0.70862 2.51182 0.440
H 1.77412 -1.80693 1.39370 0.438
H -3.15143 -0.65191 -0.87756 0.499
H -2.09106 -1.39652 2.35374 0.524
H 1.73882 -2.24508 -1.40269 0.512
H -2.80892 -0.95563 -3.11638 0.499

(3)
80
Properties=species:S:1:pos:R:3:mulliken_charge:R:1 method="wB97M-V/def2-TZVPD" e_homo_ha="-0.47427 / -0.47475" charge=+2 homo_lumo_gap_ev="7.429 / 7.448" fmax_ha_per_bohr=0.0366 multiplicity=6
Sm 0.37536 0.39853 -0.40957 0.337
C 4.14439 0.84666 2.45487 -2.078
C 2.96114 1.20298 1.61223 0.676
N 2.79116 0.79368 0.40924 0.162
N 3.75326 0.00820 -0.14736 -0.328
C 3.70749 -0.31473 -1.47205 0.673
N 4.68143 -1.12039 -1.89397 -0.390
S 2.54328 0.27538 -2.51889 -0.451
C 1.88413 2.06590 2.16817 0.875
C 2.16185 2.97972 3.17475 -1.064
C 1.13924 3.77945 3.66517 -0.667
C -0.13233 3.62982 3.14523 -1.130
C -0.32514 2.70625 2.12970 0.079
N 0.65388 1.94700 1.63484 0.478
H 4.30050 -0.23567 2.44431 0.536
H 3.99561 1.12461 3.49223 0.514
H 5.05298 1.33205 2.08835 0.369
H 4.48163 -0.36525 0.44489 0.232
H 5.41954 -1.46026 -1.29902 0.188
H 4.69150 -1.38662 -2.86414 0.239
H 3.16253 3.08000 3.56768 0.489
H 1.33808 4.50136 4.44548 0.459
H -0.96439 4.21620 3.50720 0.521
H -1.30566 2.57299 1.69023 0.382
C 0.07772 -7.88559 2.09627 -1.457
C 0.14576 -6.42445 1.76953 0.892
C -0.94313 -5.76082 1.21011 -0.964
C -0.87494 -4.41206 0.90017 -0.286
C 0.29691 -3.72313 1.16519 0.068
C 1.40131 -4.35681 1.72751 -0.369
C 1.31709 -5.70247 2.02111 -0.971
S 0.40080 -2.02875 0.77388 2.159
O 1.05866 -1.27659 1.83888 -0.682
O 1.13963 -1.81487 -0.50237 -0.646
N -0.98854 -1.39486 0.40304 0.130
C -1.97448 -0.98615 1.31294 0.014
C -2.37795 -1.64665 2.44508 -0.373
C -3.50464 -1.20606 3.17269 -1.088
C -4.23939 -0.13197 2.76132 -0.911
C -3.82774 0.60212 1.62408 0.652
C -4.51866 1.73411 1.13750 -0.751
C -4.02827 2.42132 0.06021 -1.124
C -2.80750 2.01227 -0.50064 0.047
N -2.13152 0.96555 -0.07552 0.601
C -2.65898 0.21188 0.93769 0.033
H -0.93321 -8.27247 1.98886 0.360
H 0.41255 -8.07012 3.11705 0.374
H 0.73088 -8.45309 1.43140 0.332
H -1.85813 -6.30534 1.01716 0.347
H -1.72266 -3.89867 0.46395 0.418
H 2.30042 -3.79664 1.94696 0.470
H 2.16578 -6.20693 2.46543 0.412
H -1.85733 -2.53972 2.76649 0.510
H -3.80084 -1.75843 4.05398 0.433
H -5.12961 0.17383 3.29443 0.457
H -5.43550 2.04359 1.62383 0.483
H -4.54234 3.28056 -0.34537 0.461
H -2.36078 2.58359 -1.30807 0.317
C -2.07307 -0.78396 -4.25468 -1.201
C -1.39886 -0.73085 -3.03007 -0.151
N -0.72604 0.33268 -2.62800 0.638
C -0.67427 1.42029 -3.43386 -0.331
C -1.28001 1.43897 -4.69868 1.069
C -2.00149 0.29705 -5.09406 -0.777
C -1.13412 2.58721 -5.54448 -0.964
C -0.42015 3.65663 -5.13733 -0.899
C 0.17166 3.68973 -3.83193 0.934
C 0.89094 4.80364 -3.36253 -0.795
C 1.39651 4.79446 -2.08874 -1.177
C 1.16609 3.67446 -1.28518 -0.197
N 0.50291 2.60727 -1.69431 0.830
C 0.02038 2.59814 -2.96333 -0.027
H -2.61906 -1.67531 -4.52742 0.490
H -1.41343 -1.57544 -2.34990 0.478
H -2.49051 0.28448 -6.05987 0.466
H -1.59773 2.56891 -6.52215 0.452
H -0.29216 4.51652 -5.78156 0.444
H 1.03421 5.65784 -4.01201 0.463
H 1.95419 5.63216 -1.69606 0.496
H 1.54119 3.65110 -0.26820 0.308

(4)
144
Properties=species:S:1:pos:R:3:mulliken_charge:R:1 method="wB97M-V/def2-TZVPD" e_homo_ha=-0.40900 charge=+1 homo_lumo_gap_ev=7.495 fmax_ha_per_bohr=0.0630
C 0.75210 -3.07736 2.75409 -0.952
C 1.73398 -3.42117 1.53684 0.112
C 1.01182 -3.10513 0.15644 0.062
C 1.92823 -2.37478 -0.90231 -1.061
N 2.77941 -1.29858 -0.32293 0.029
O 2.67107 -0.14538 -1.14420 -0.341
C 2.54443 0.94058 -0.23562 -0.280
O 3.12923 0.87249 0.80981 -0.436
C 1.69573 2.20343 -0.56999 0.855
C 0.22731 2.19015 -0.65659 0.284
C -0.47395 0.82492 -0.41797 0.042
C -1.40515 0.80214 0.85589 -0.589
C -0.69816 0.32473 2.18536 0.504
C -1.62549 0.81580 3.39228 -0.207
N -1.05722 2.02284 4.06067 -0.406
C -1.77888 3.24033 3.66362 0.432
C -0.90937 4.47133 3.21565 -0.649
O -2.98446 3.34925 3.69317 -0.543
C -0.48731 3.44771 -0.93591 -0.081
N -1.89212 3.41063 -1.03308 0.035
N 0.16586 4.67080 -1.10764 0.721
C -0.64440 5.89242 -1.33949 0.353
C -1.36758 5.84270 -2.76148 -1.395
F -1.58186 6.08744 -0.30821 -0.363
C 1.57122 4.70735 -1.05506 0.447
C 2.38103 6.04152 -1.28624 -1.476
C 2.84525 6.70303 0.05975 -0.679
O 1.85539 7.61608 0.59358 -0.314
C 2.16555 7.74345 1.97164 0.169
O 1.26669 7.66048 2.74806 -0.400
C 2.38266 3.52072 -0.79393 0.859
C 3.95580 3.54965 -0.72955 -1.598
B 4.64347 3.22005 -2.17818 0.759
O 3.88688 2.87077 -3.31839 -0.550
O 6.07969 3.28973 -2.24196 -0.622
H -0.30516 -3.03117 2.37614 0.060
H 0.79339 -3.87276 3.54734 0.410
H 1.01777 -2.07704 3.18772 0.193
H 2.71361 -2.88912 1.66691 0.403
H 1.89861 -4.54577 1.59751 0.048
H 0.75227 -4.10655 -0.29006 0.127
H 0.03247 -2.56390 0.28996 0.035
H 1.24373 -1.88404 -1.64684 0.252
H 2.56198 -3.10009 -1.47778 0.541
H 3.74246 -1.64647 -0.34359 0.177
H 0.22715 -0.05088 -0.39980 -0.956
H -1.15147 0.64591 -1.30902 0.466
H -2.24373 0.08699 0.62716 0.155
H -1.90424 1.79724 1.06216 0.572
H -0.76200 -0.79908 2.21910 -0.649
H 0.34564 0.71603 2.28162 0.396
H -1.72268 -0.01488 4.14396 0.477
H -2.65902 0.97625 2.97384 -0.125
H -1.26254 1.91761 5.06374 0.377
H -1.55265 5.33461 2.90658 0.302
H -0.25315 4.18547 2.34763 -0.073
H -0.28864 4.83318 4.08615 0.363
H -2.21936 3.53483 -2.00796 -0.028
H -2.29332 2.52008 -0.72962 -0.051
H -0.03350 6.82329 -1.35101 0.350
H -0.83228 5.10496 -3.41625 0.333
H -2.46733 5.66344 -2.67487 0.374
H -1.22263 6.84955 -3.24954 0.393
H 1.83530 6.74883 -1.97233 0.553
H 3.31351 5.76019 -1.85465 0.366
H 3.05842 5.88287 0.80336 0.543
H 3.81464 7.24538 -0.13294 0.360
H 3.24389 7.91623 2.26539 0.363
H 4.32581 4.58997 -0.47923 0.331
H 4.37459 2.88049 0.06397 0.438
H 3.60523 3.71858 -3.71563 0.282
H 6.31156 4.11767 -1.78090 0.320
C -3.40771 -6.23482 -0.82546 -1.277
C -1.92296 -6.11085 -1.13042 0.320
C -1.19639 -7.42393 -0.88449 -1.333
O -1.35178 -5.09006 -0.31121 -0.378
H -3.56862 -6.49701 0.22472 0.337
H -3.91498 -5.28243 -0.99599 0.288
H -3.87727 -6.99728 -1.45056 0.393
H -1.78586 -5.80441 -2.16996 0.282
H -1.28281 -7.72606 0.16362 0.326
H -0.13028 -7.31790 -1.09699 0.328
H -1.59966 -8.22202 -1.51140 0.411
H -1.46705 -5.35041 0.61161 0.261
C 7.81771 -1.16323 -3.16371 -1.461
C 6.69675 -1.18116 -2.13690 0.707
C 7.10421 -0.51869 -0.83685 -1.214
O 6.32173 -2.53273 -1.88199 -0.544
H 8.69022 -1.71218 -2.79676 0.367
H 7.49986 -1.65325 -4.08624 0.358
H 8.12250 -0.14097 -3.39828 0.356
H 5.81876 -0.66859 -2.53859 0.125
H 7.95368 -1.02692 -0.37094 0.401
H 6.28293 -0.55814 -0.11615 0.278
H 7.37402 0.52646 -1.00652 0.302
H 7.08834 -2.99704 -1.52428 0.353
C 4.23937 -7.83491 3.65018 -1.347
C 3.96971 -7.02414 2.39235 0.336
C 5.23567 -6.34894 1.88780 -1.263
O 2.97907 -6.03281 2.66713 -0.459
H 4.60179 -7.19143 4.45768 0.355
H 3.32072 -8.30504 4.00744 0.336
H 4.98178 -8.61440 3.46626 0.387
H 3.56625 -7.67626 1.61453 0.281
H 5.63141 -5.65537 2.63614 0.327
H 5.02567 -5.76178 0.99067 0.286
H 6.00794 -7.08398 1.65126 0.408
H 3.32690 -5.45044 3.35422 0.294
C -6.55137 2.07133 -0.18501 -1.362
C -5.60718 0.92692 -0.51774 0.868
C -6.27805 -0.42182 -0.31173 -1.293
O -4.44435 1.01290 0.30955 -0.152
H -6.86247 2.02689 0.86283 0.370
H -6.05358 3.03336 -0.32715 0.334
H -7.44321 2.04324 -0.81464 0.418
H -5.27265 1.01572 -1.55459 -0.223
H -6.58012 -0.55025 0.73138 0.204
H -5.58550 -1.23452 -0.54393 0.318
H -7.16146 -0.52440 -0.94522 0.447
H -4.72729 0.93576 1.23052 0.001
C -5.34891 -0.78564 3.59276 -1.287
C -4.40965 -1.92969 3.23848 0.881
C -5.07829 -3.27887 3.44845 -1.586
O -3.23588 -1.84777 4.04649 -0.463
H -5.64335 -0.83494 4.64493 0.445
H -4.85287 0.17843 3.44811 0.130
H -6.25118 -0.81020 2.97777 0.293
H -4.09150 -1.83583 2.19653 0.099
H -5.36401 -3.41268 4.49604 0.387
H -4.39019 -4.09012 3.20131 0.354
H -5.97201 -3.37781 2.82833 0.384
H -3.50419 -1.92952 4.97031 0.326
C -2.92830 1.85441 -6.35727 -1.448
C -3.42684 1.66875 -4.93380 0.308
C -4.90610 1.99995 -4.81791 -1.084
O -2.67814 2.51352 -4.05214 -0.337
H -3.04933 2.89320 -6.67985 0.370
H -1.86285 1.62375 -6.42380 0.338
H -3.46903 1.20910 -7.05175 0.392
H -3.25524 0.63823 -4.61589 0.323
H -5.09388 3.04353 -5.08856 0.369
H -5.24869 1.87297 -3.78819 0.106
H -5.50578 1.35891 -5.46654 0.410
H -2.82335 3.42825 -4.32637 0.233

Question: Which of these has the highest charge?
Answer: C36H31N8O2S2Sm

Question: What is the charge in the second record?
Answer: +1